Entry 1:
This record from OMol25 describes the molecule C18H22N8O3. The level of theory is ωB97M-V with the def2-TZVPD basis set.

Structure (ORCA input):
```
! RIJCOSX wB97M-V def2-TZVPD def2/J DEFGRID3
* xyz 0 1
C -1.94 1.32 2.46
C -1.98 -0.19 2.22
C -2.57 -0.89 3.45
O -2.10 -0.46 4.70
C -2.91 -0.63 1.07
N -2.36 -0.63 -0.28
C -1.70 0.37 -0.91
O -1.62 1.53 -0.52
C -1.04 -0.05 -2.19
C -0.29 0.86 -2.85
N 0.33 0.44 -4.00
C 1.15 1.04 -4.91
N 1.48 0.17 -5.84
N 0.89 -1.01 -5.56
C 0.20 -0.86 -4.46
C -0.61 -1.75 -3.69
N -1.21 -1.36 -2.62
N -0.65 -0.72 1.89
C 0.45 -0.69 2.66
O 0.48 -0.28 3.81
C 1.70 -1.29 2.02
C 1.83 -1.18 0.54
C 1.61 -2.07 -0.47
N 1.93 -1.52 -1.69
C 2.34 -0.31 -1.41
N 2.29 -0.04 -0.08
C 2.69 1.17 0.59
C 2.60 2.47 -0.14
C 1.64 2.17 0.98
H -2.95 1.73 2.40
H -1.54 1.53 3.45
H -1.33 1.83 1.72
H -3.65 -0.70 3.45
H -2.44 -1.98 3.32
H -1.14 -0.34 4.63
H -3.18 -1.68 1.24
H -3.82 -0.04 1.13
H -2.30 -1.51 -0.77
H -0.17 1.87 -2.51
H 1.45 2.07 -4.86
H -0.74 -2.77 -4.02
H -0.52 -1.06 0.94
H 2.55 -0.85 2.54
H 1.68 -2.35 2.29
H 1.25 -3.08 -0.38
H 2.71 0.41 -2.12
H 3.53 1.03 1.26
H 3.39 3.19 0.03
H 2.21 2.46 -1.15
H 0.62 1.94 0.72
H 1.76 2.69 1.93
*
```

Gap between HOMO and LUMO: 8.838 eV
ΔE to the lowest compared entry with this formula, charge and spin: 34.0 kJ/mol
SMILES: C[C@@](CO)(CNC(=O)c1cn2cnnc2cn1)NC(=O)Cc1cncn1C1CC1
Electronic energy: -37086.373 eV
E_HOMO: -0.33422 Ha
LUMO energy: -0.26 eV

Entry 2:
This record from OMol25 describes a cluster of 2 separate species, C18H22O2 in total in a non-equilibrium geometry. The level of theory is ωB97M-V with the def2-TZVPD basis set.

Structure (ORCA input):
```
! RIJCOSX wB97M-V def2-TZVPD def2/J DEFGRID3
* xyz 0 1
C -2.62 -0.73 -2.38
C -1.43 -0.12 -1.71
C -0.03 -0.38 -2.03
C 0.94 0.67 -2.13
C 0.51 2.12 -2.12
C 2.30 0.37 -2.20
C 2.77 -0.95 -2.21
C 4.23 -1.26 -2.24
C 1.82 -1.98 -2.17
C 0.45 -1.72 -2.09
C -0.51 -2.86 -1.94
H -3.36 0.06 -2.59
H -2.48 -1.20 -3.36
H -3.07 -1.44 -1.68
H -1.63 0.90 -1.37
H 1.39 2.77 -2.13
H -0.09 2.34 -3.02
H -0.05 2.38 -1.21
H 3.03 1.20 -2.23
H 4.37 -2.35 -2.28
H 4.69 -0.85 -3.15
H 4.78 -0.86 -1.38
H 2.17 -3.02 -2.18
H 0.04 -3.79 -1.78
H -1.15 -2.70 -1.06
H -1.13 -2.97 -2.84
C -0.42 2.99 5.28
O -0.27 1.54 5.12
C -0.86 0.92 4.07
C -0.46 -0.42 3.82
C -0.77 -1.04 2.63
C -1.39 -0.31 1.52
O -1.42 -0.64 0.27
C -2.03 0.91 1.94
C -1.75 1.53 3.14
H 0.30 3.24 6.06
H -0.18 3.52 4.35
H -1.43 3.23 5.60
H 0.15 -0.91 4.57
H -0.44 -2.06 2.43
H -2.73 1.38 1.24
H -2.22 2.48 3.41
*
```

Gap between HOMO and LUMO: 5.223 eV
ΔE to the lowest compared entry with this formula, charge and spin: 234.2 kJ/mol
Electronic energy: -23114.616 eV
E_HOMO: -0.22550 Ha
LUMO energy: -0.91 eV

Entry 3:
This record from OMol25 describes a structure of composition C18H23BO5 in a non-equilibrium geometry. The level of theory is ωB97M-V with the def2-TZVPD basis set.

Structure (ORCA input):
```
! RIJCOSX wB97M-V def2-TZVPD def2/J DEFGRID3
* xyz 0 1
C -0.85 2.75 1.54
O -0.02 1.65 1.93
C 0.76 1.02 1.02
C 0.12 0.55 -0.26
C 0.79 0.60 -1.49
C 0.43 -0.29 -2.50
C -0.59 -1.24 -2.33
C -1.23 -1.29 -1.09
C -0.95 -0.36 -0.10
H -1.83 2.53 2.01
H -0.41 3.66 1.96
H -0.95 2.85 0.45
H 1.71 1.57 0.92
H 1.57 1.34 -1.67
H 0.96 -0.26 -3.45
H -0.87 -1.92 -3.13
H -1.98 -2.05 -0.87
H -1.48 -0.39 0.86
C 6.36 -1.77 7.69
C 6.32 -0.84 6.57
C 7.31 -0.31 5.77
C 6.63 0.32 4.69
C 5.25 0.19 4.88
B 3.96 -0.10 3.84
O 2.77 0.41 4.49
C 1.71 -0.12 3.72
C 2.29 -1.03 2.56
C 1.11 -1.42 1.75
C 3.14 -2.16 3.18
O 4.17 -1.58 3.91
C 3.27 -0.13 1.72
O 4.29 0.42 2.53
O 5.09 -0.48 6.07
H 7.38 -1.85 8.08
H 5.72 -1.44 8.52
H 6.05 -2.78 7.39
H 8.38 -0.41 5.91
H 7.08 0.82 3.85
H 1.01 -0.68 4.39
H 1.15 0.74 3.29
H 1.34 -1.96 0.83
H 0.32 -1.87 2.36
H 0.80 -0.32 1.50
H 2.52 -2.79 3.84
H 3.56 -2.79 2.38
H 3.67 -0.64 0.82
H 2.77 0.79 1.39
*
```

Gap between HOMO and LUMO: 2.632 eV
ΔE to the lowest compared entry with this formula, charge and spin: 311.7 kJ/mol
Electronic energy: -29946.879 eV
E_HOMO: -0.21948 Ha
LUMO energy: -3.34 eV

Entry 4:
This record from OMol25 describes a structure of composition C18H23F9N4O5S3V in a non-equilibrium geometry. The level of theory is ωB97M-V with the def2-TZVPD basis set.

Structure (ORCA input):
```
! RIJCOSX wB97M-V def2-TZVPD def2/J DEFGRID3
* xyz 2 2
V 0.37 -0.37 1.53
F 2.23 -0.35 4.21
C 2.23 0.97 3.93
F 1.04 1.45 4.26
F 3.18 1.57 4.58
S 2.48 1.14 2.06
O 2.69 -0.23 1.58
O 1.04 1.40 1.63
N 3.51 2.15 1.74
S 3.37 3.75 2.16
O 4.64 4.19 2.60
O 2.16 3.93 2.89
C 3.10 4.41 0.44
F 1.89 4.02 0.03
F 4.02 3.94 -0.37
F 3.15 5.73 0.48
F 0.94 0.05 -7.76
C 0.24 -0.96 -7.23
F 0.85 -2.10 -7.56
F -0.97 -0.96 -7.77
C 0.18 -0.83 -5.72
C -1.02 -0.99 -5.05
C -1.05 -0.90 -3.67
C 0.14 -0.65 -2.97
C 1.35 -0.48 -3.66
C 1.37 -0.57 -5.03
C 0.13 -0.57 -1.56
C 0.14 -0.52 -0.33
H -1.93 -1.18 -5.61
H -1.98 -1.02 -3.14
H 2.26 -0.28 -3.11
H 2.29 -0.44 -5.58
C -2.66 -2.16 0.82
N -3.03 -0.76 0.62
C -3.87 -0.50 -0.54
C -2.56 0.20 1.40
N -1.38 0.00 2.07
N -3.20 1.36 1.55
C -2.50 2.56 2.04
C -4.65 1.49 1.44
H -3.55 -2.77 0.68
H -2.29 -2.32 1.83
H -1.91 -2.47 0.09
H -3.50 -1.12 -1.36
H -3.80 0.54 -0.84
H -4.92 -0.76 -0.36
H -1.38 0.50 2.97
H -2.61 2.66 3.12
H -2.95 3.43 1.57
H -1.45 2.53 1.77
H -5.12 0.51 1.48
H -4.94 2.01 0.52
H -5.00 2.07 2.29
C 2.48 -3.49 3.26
S 1.38 -3.47 1.85
C 2.53 -3.20 0.49
O 0.62 -2.12 2.01
H 3.10 -2.60 3.24
H 3.08 -4.40 3.18
H 1.86 -3.54 4.15
H 2.57 -4.11 -0.10
H 3.52 -2.93 0.87
H 2.12 -2.39 -0.11
*
```

Gap between HOMO and LUMO (spin up / spin down): 5.950 / 7.154 eV
ΔE to the lowest compared entry with this formula, charge and spin: 49.6 kJ/mol
Electronic energy: -117870.030 eV
E_HOMO (spin up / spin down): -0.54200 / -0.54553 Ha
LUMO energy (spin up / spin down): -8.80 / -7.69 eV

Entry 5:
This record from OMol25 describes the molecule C18H23FN6O4 in a non-equilibrium geometry. The level of theory is ωB97M-V with the def2-TZVPD basis set.

Structure (ORCA input):
```
! RIJCOSX wB97M-V def2-TZVPD def2/J DEFGRID3
* xyz 0 1
C 2.50 2.19 -1.90
C 2.60 0.77 -2.30
N 2.42 0.30 -3.51
C 2.60 -1.06 -3.42
C 2.90 -1.42 -2.14
N 2.90 -0.24 -1.43
C 3.19 -0.11 -0.01
C 4.68 -0.24 0.26
C 2.39 -1.16 0.77
O 2.88 -2.23 1.08
N 1.13 -0.79 1.07
C 0.22 -1.63 1.82
C -0.96 -2.22 1.03
C -0.55 -2.87 -0.31
C -1.07 -2.12 -1.54
C -0.95 -0.61 -1.43
N -1.45 -0.17 -0.12
C -1.31 1.14 0.25
O -0.27 1.77 0.20
C -2.52 1.78 0.90
N -3.50 2.17 0.08
C -4.51 2.79 0.65
O -5.49 3.20 -0.16
N -4.66 3.04 1.96
C -3.70 2.64 2.76
O -3.81 2.85 4.07
C -2.57 1.99 2.25
F -1.59 1.58 3.07
C -2.03 -1.16 0.77
H 2.29 2.79 -2.79
H 1.69 2.36 -1.19
H 3.43 2.56 -1.46
H 2.52 -1.71 -4.28
H 3.12 -2.36 -1.67
H 2.85 0.88 0.30
H 4.88 -0.16 1.33
H 5.04 -1.21 -0.08
H 5.22 0.55 -0.26
H 0.80 0.12 0.77
H 0.81 -2.45 2.22
H -0.16 -1.07 2.67
H -1.40 -2.98 1.67
H 0.54 -3.01 -0.35
H -0.96 -3.88 -0.35
H -0.54 -2.43 -2.44
H -2.12 -2.38 -1.70
H 0.10 -0.32 -1.53
H -1.51 -0.11 -2.22
H -6.15 3.63 0.39
H -4.64 3.32 4.21
H -2.92 -1.63 0.32
H -2.34 -0.69 1.70
*
```

Gap between HOMO and LUMO: 8.599 eV
ΔE to the lowest compared entry with this formula, charge and spin: 57.5 kJ/mol
SMILES: Cc1nccn1[C@H](C)C(=O)NC[C@@H]1CCCN(C(=O)c2nc(O)nc(O)c2F)C1
Electronic energy: -38888.979 eV
E_HOMO: -0.30903 Ha
LUMO energy: 0.19 eV

Entry 6:
This record from OMol25 describes a structure of composition C18H23IMnNO5S in a non-equilibrium geometry. The level of theory is ωB97M-V with the def2-TZVPD basis set.

Structure (ORCA input):
```
! RIJCOSX wB97M-V def2-TZVPD def2/J DEFGRID3
* xyz 2 5
Mn 0.09 -0.21 0.04
C 3.30 -0.43 0.01
O 2.18 0.29 -0.56
C 2.36 1.70 -0.57
C 1.27 2.25 -1.44
O 0.05 1.65 -0.97
C -1.17 2.19 -1.48
C -2.25 1.75 -0.53
O -2.06 0.35 -0.35
C -3.15 -0.29 0.33
H 4.16 -0.33 -0.65
H 3.54 -0.02 0.99
H 3.01 -1.47 0.09
H 2.28 2.09 0.45
H 3.34 1.96 -0.98
H 1.21 3.33 -1.34
H 1.41 1.99 -2.49
H -1.12 3.28 -1.50
H -1.34 1.82 -2.49
H -2.15 2.26 0.44
H -3.23 1.96 -0.95
H -4.03 -0.31 -0.31
H -2.85 -1.31 0.56
H -3.39 0.24 1.26
I 0.57 -0.19 8.62
C 0.43 -0.20 6.56
C 0.57 -1.41 5.87
C 0.50 -1.42 4.49
C 0.29 -0.22 3.80
C 0.14 0.99 4.50
C 0.20 0.99 5.88
C 0.23 -0.23 2.38
O 0.15 0.84 1.64
O 0.25 -1.31 1.66
H 0.73 -2.33 6.41
H 0.60 -2.34 3.94
H -0.03 1.91 3.96
H 0.08 1.92 6.42
S -0.09 -1.94 -1.44
C -0.29 -1.76 -3.16
N -1.49 -2.11 -3.68
C -1.75 -2.16 -5.00
C -0.77 -1.83 -5.90
C 0.48 -1.45 -5.41
C 0.72 -1.42 -4.05
H -2.21 -2.39 -3.02
H -2.74 -2.47 -5.29
H -0.97 -1.87 -6.96
H 1.27 -1.20 -6.10
H 1.69 -1.16 -3.65
*
```

Gap between HOMO and LUMO (spin up / spin down): 4.981 / 6.809 eV
Electronic energy: -81009.269 eV
E_HOMO (spin up / spin down): -0.48618 / -0.48655 Ha
LUMO energy (spin up / spin down): -8.25 / -6.43 eV

Entry 7:
This record from OMol25 describes a structure of composition C18H23InN2O2S3. The level of theory is ωB97M-V with the def2-TZVPD basis set.

Structure (ORCA input):
```
! RIJCOSX wB97M-V def2-TZVPD def2/J DEFGRID3
* xyz 2 1
In 0.02 -0.30 -0.26
C 2.99 -1.48 -1.84
C 3.48 -0.06 -1.57
S 2.56 0.79 -0.26
C 2.15 2.39 -1.01
C 1.40 2.35 -2.33
S -0.20 1.50 -2.24
C -0.16 0.31 -3.61
C 1.03 -0.63 -3.69
S 1.24 -1.69 -2.23
H 3.15 -2.12 -0.97
H 3.57 -1.91 -2.65
H 3.45 0.56 -2.47
H 4.52 -0.11 -1.25
H 3.08 2.95 -1.13
H 1.57 2.90 -0.24
H 1.99 1.90 -3.13
H 1.19 3.38 -2.64
H -0.24 0.87 -4.54
H -1.09 -0.25 -3.49
H 1.96 -0.10 -3.86
H 0.89 -1.30 -4.54
C 1.81 -0.88 3.88
C 0.84 -0.37 4.72
C -0.30 0.19 4.18
C -0.45 0.23 2.80
N 0.52 -0.23 1.99
C 1.62 -0.78 2.52
C -1.67 0.77 2.14
C -2.81 1.09 2.86
C -3.92 1.58 2.18
C -3.86 1.74 0.81
C -2.69 1.38 0.16
N -1.62 0.91 0.81
H 2.71 -1.35 4.27
H 0.96 -0.41 5.80
H -1.06 0.60 4.83
H 2.36 -1.15 1.83
H -2.85 0.94 3.92
H -4.82 1.83 2.73
H -4.70 2.11 0.24
H -2.61 1.46 -0.92
C -2.76 -3.27 -0.23
C -1.71 -2.21 -0.32
O -0.69 -2.25 0.44
O -1.81 -1.24 -1.14
H -2.32 -4.24 -0.47
H -3.59 -3.06 -0.90
H -3.12 -3.33 0.80
*
```

Gap between HOMO and LUMO: 9.055 eV
ΔE to the lowest compared entry with this formula, charge and spin: 0.0 kJ/mol
Electronic energy: -63783.026 eV
E_HOMO: -0.55722 Ha
LUMO energy: -6.11 eV

Entry 8:
This record from OMol25 describes a structure of composition C18H23MnN6O4P2 in a non-equilibrium geometry. The level of theory is ωB97M-V with the def2-TZVPD basis set.

Structure (ORCA input):
```
! RIJCOSX wB97M-V def2-TZVPD def2/J DEFGRID3
* xyz 3 4
Mn -0.06 0.96 0.38
C 2.95 0.01 -0.85
P 2.22 0.42 0.74
C 3.17 1.74 1.49
C 2.15 -1.03 1.79
C 3.26 -1.86 1.91
C 3.18 -2.99 2.72
C 2.00 -3.30 3.39
C 0.88 -2.48 3.26
C 0.96 -1.34 2.47
P -0.43 -0.23 2.40
C -0.43 0.91 3.79
C -1.99 -1.09 2.33
H 4.02 -0.17 -0.69
H 2.84 0.84 -1.55
H 2.49 -0.89 -1.26
H 4.17 1.33 1.69
H 2.74 2.06 2.44
H 3.26 2.59 0.81
H 4.18 -1.65 1.39
H 4.04 -3.64 2.82
H 1.95 -4.19 4.00
H -0.03 -2.75 3.79
H -0.41 0.28 4.68
H -1.35 1.50 3.81
H 0.45 1.55 3.80
H -2.18 -1.50 3.33
H -1.95 -1.89 1.59
H -2.80 -0.41 2.07
N 0.08 5.41 -1.29
N -0.06 4.57 -0.26
N -0.68 4.95 0.85
C -0.69 3.84 1.56
N -0.06 2.85 0.92
N 0.34 3.35 -0.27
H -0.11 6.37 -1.04
H 0.83 5.18 -1.92
H -1.14 3.78 2.54
O -3.07 -0.89 -0.46
C -2.21 -0.69 -1.24
O -1.01 -0.02 -0.64
C -2.06 -1.03 -2.64
C -0.88 -0.81 -3.36
C -0.81 -1.16 -4.69
C -1.92 -1.74 -5.32
C -3.07 -1.94 -4.58
C -3.17 -1.60 -3.25
N -4.25 -2.54 -5.24
O -4.14 -2.83 -6.41
O -5.25 -2.68 -4.56
H -0.02 -0.36 -2.88
H 0.09 -1.00 -5.26
H -1.90 -2.02 -6.36
H -4.10 -1.78 -2.72
*
```

Gap between HOMO and LUMO (spin up / spin down): 4.426 / 5.918 eV
ΔE to the lowest compared entry with this formula, charge and spin: 104.5 kJ/mol
Electronic energy: -86034.767 eV
E_HOMO (spin up / spin down): -0.62786 / -0.62789 Ha
LUMO energy (spin up / spin down): -12.66 / -11.17 eV

Entry 9:
This record from OMol25 describes the molecule C18H23N2O6P in a non-equilibrium geometry. The level of theory is ωB97M-V with the def2-TZVPD basis set.

Structure (ORCA input):
```
! RIJCOSX wB97M-V def2-TZVPD def2/J DEFGRID3
* xyz 0 1
C 2.40 3.70 -0.64
C 2.32 2.24 -1.15
O 1.46 1.34 -0.32
P -0.22 1.27 -0.25
O -0.89 2.34 -0.86
O -0.64 1.18 1.10
C -1.19 2.30 1.84
C 0.01 3.04 2.57
C -0.28 -0.29 -0.96
N 0.55 -1.17 -0.10
C 1.85 -1.29 -0.67
C 2.41 -1.16 -1.92
C 3.66 -1.15 -2.49
C 4.56 -1.52 -1.10
C 4.19 -1.56 0.10
N 5.20 -1.97 1.15
O 6.34 -1.87 0.71
O 4.72 -2.11 2.09
C 2.74 -1.44 0.55
C -1.83 -0.87 -0.62
C -2.08 -1.72 0.15
C -3.41 -2.26 0.19
C -4.47 -1.46 0.14
O -5.90 -1.75 0.09
C -6.23 -2.98 0.83
C -4.17 -0.30 -0.87
C -2.95 0.11 -1.04
H 2.89 4.19 -1.33
H 2.88 3.58 0.30
H 1.34 4.13 -0.57
H 3.28 1.83 -1.28
H 1.69 2.18 -2.13
H -1.70 2.98 1.28
H -1.81 1.83 2.56
H 0.52 2.66 3.24
H -0.57 3.99 3.06
H 0.63 3.33 1.69
H -0.33 -0.34 -1.92
H 0.43 -1.29 0.77
H 1.63 -1.19 -2.70
H 4.00 -1.08 -3.31
H 5.59 -1.71 -1.40
H 2.61 -1.58 1.46
H -1.31 -2.47 0.39
H -3.52 -3.30 0.98
H -7.38 -2.76 0.75
H -5.69 -3.83 0.33
H -5.72 -2.90 1.88
H -5.09 0.33 -1.03
H -2.52 0.78 -1.56
*
```

Gap between HOMO and LUMO: 7.936 eV
ΔE to the lowest compared entry with this formula, charge and spin: 1669.6 kJ/mol
SMILES: CCOP(=O)(OCC)[C@@H](Nc1cccc([N+](=O)[O-])c1)c1ccc(OC)cc1
Electronic energy: -43575.561 eV
E_HOMO: -0.29153 Ha
LUMO energy: 0.00 eV